# C11H14N4

A molecular structure, C11H14N4 at a distorted geometry (wB97M-V/def2-TZVPD, the Open Molecules 2025 dataset).

Summary:
relative energy (zero: lowest compared OMol25 entry of this formula, charge and spin) = 0.0 kcal/mol
charge = 0

Geometry as XYZ:
```
29
C11H14N4 wB97M-V/def2-TZVPD
N -3.446 -2.332 0.665
N -3.706 2.097 1.793
N -2.823 1.129 -2.369
N -3.047 -2.361 -0.604
C 0.605 0.547 -1.397
C -1.967 1.865 -0.074
C -2.447 1.477 -1.342
C -1.803 -0.824 0.335
C 1.175 -0.958 0.515
C -2.067 -1.477 -0.860
C -2.946 2.010 0.941
C -2.717 -1.409 1.246
C -0.924 0.292 0.651
C 1.259 1.510 0.804
C 0.501 0.367 0.119
H 1.651 0.625 -1.683
H 2.318 1.440 0.565
H 0.907 2.483 0.469
H -0.968 0.535 1.712
H -3.500 -2.979 -1.259
H 0.661 -1.809 0.070
H 1.171 -1.082 1.594
H -1.657 -1.372 -1.842
H 0.173 -0.294 -1.929
H 2.210 -0.960 0.176
H 1.152 1.459 1.886
H 0.100 1.452 -1.729
H -1.236 2.666 -0.083
H -2.844 -1.176 2.284
```

# C11H14NO

2 unconnected molecules or ions with the total composition C11H14NO at a distorted geometry (wB97M-V/def2-TZVPD, the Open Molecules 2025 dataset).

Summary:
relative energy (zero: lowest compared OMol25 entry of this formula, charge and spin) = 12.0 kcal/mol
charge = +1

Geometry as XYZ:
```
27
C11H14NO wB97M-V/def2-TZVPD
O 0.453 -2.081 0.672
N -0.832 0.279 1.208
C 0.673 0.237 -3.590
C -0.788 -0.141 2.598
C -0.435 -1.493 0.008
C 1.630 0.158 -2.559
C 1.152 -0.317 -1.349
C -0.019 1.410 1.086
C 0.542 1.793 2.237
C -1.079 -0.780 -2.283
C -0.138 -0.791 -1.218
C 0.144 0.883 3.281
C -0.665 -0.217 -3.472
H -1.513 -1.821 0.339
H -1.808 0.409 0.791
H 0.806 0.346 3.992
H -0.255 -1.047 2.558
H 1.366 -1.769 0.428
H -2.042 -1.334 -2.189
H 2.647 0.313 -2.656
H -1.350 -0.102 -4.349
H 0.935 0.569 -4.557
H -0.003 1.801 0.087
H -0.504 1.303 4.063
H 1.017 2.803 2.439
H -1.819 -0.240 2.944
H 1.886 -0.171 -0.508
```

# C11H14NO6PPdS2

A molecular structure, C11H14NO6PPdS2 (wB97M-V/def2-TZVPD, the Open Molecules 2025 dataset).

Summary:
calculated total energy = -2199.25355 hartree
expectation value of S² = 0.77
2S+1 = 2
charge = +1

Geometry as XYZ:
```
36
C11H14NO6PPdS2 wB97M-V/def2-TZVPD
Pd -0.609 -0.854 0.777
S 0.096 -2.908 1.592
S 1.388 -0.966 -0.348
P 1.946 -2.431 0.951
O 2.775 -3.535 0.256
O 0.463 3.707 0.642
O 0.655 1.652 1.524
O -2.369 -1.688 0.435
O -4.474 -1.175 -0.083
O 2.900 -1.904 2.071
N -1.663 0.895 0.257
C -2.094 3.175 -0.255
C 0.059 2.460 0.854
C 2.670 -5.954 0.203
C -3.368 2.841 -0.704
C -2.899 0.581 -0.130
C 3.694 0.061 3.207
C -3.788 1.527 -0.614
C 3.191 -4.764 0.963
C -3.327 -0.862 0.056
C -1.274 2.177 0.234
C 2.528 -0.878 3.048
H 1.581 -5.966 0.190
H 3.885 0.597 2.278
H 3.463 0.788 3.985
H -4.779 1.203 -0.897
H -4.027 3.605 -1.091
H 3.037 -5.944 -0.822
H 2.286 -1.408 3.967
H 2.813 -4.731 1.986
H 4.591 -0.482 3.499
H 1.643 -0.351 2.690
H 3.020 -6.867 0.685
H 1.306 3.845 1.102
H -1.740 4.194 -0.263
H 4.276 -4.722 0.992
```

# C11H14NOP

C11H14NOP in the gas phase at a distorted geometry (wB97M-V/def2-TZVPD, the Open Molecules 2025 dataset).

Summary:
relative energy (zero: lowest compared OMol25 entry of this formula, charge and spin) = 27.6 kcal/mol
charge = 0

Geometry as XYZ:
```
28
C11H14NOP wB97M-V/def2-TZVPD
P -1.968 -1.144 -1.739
O -1.142 -1.725 -2.770
N -0.830 -0.903 -0.057
C -0.950 2.940 1.365
C -1.931 0.935 0.657
C 2.429 0.202 -0.687
C 0.311 2.406 1.029
C 3.968 0.031 -0.563
C -2.825 -2.692 -0.933
C -0.730 0.377 0.450
C 1.823 0.784 0.301
C -2.034 2.140 1.372
C 0.507 1.088 0.588
C -0.004 -1.840 0.227
H -2.906 0.463 0.351
H 0.925 -1.743 0.802
H 4.530 0.555 -1.382
H -1.107 3.943 1.869
H -2.995 2.518 1.597
H 2.530 1.159 1.101
H -2.071 -3.523 -0.921
H -0.197 -2.829 -0.203
H 1.269 3.127 1.031
H 4.088 0.485 0.399
H -3.300 -2.576 0.085
H 2.078 -0.196 -1.575
H 4.153 -1.019 -0.736
H -3.620 -2.964 -1.658
```

# C11H14NPtS2Se2

A molecular structure, C11H14NPtS2Se2 at a distorted geometry (wB97M-V/def2-TZVPD, the Open Molecules 2025 dataset).

Summary:
relative energy (zero: lowest compared OMol25 entry of this formula, charge and spin) = 13.4 kcal/mol
expectation value of S² = 2.02
2S+1 = 3
charge = +1

Geometry as XYZ:
```
31
C11H14NPtS2Se2 wB97M-V/def2-TZVPD
Pt -0.152 -0.657 -1.298
Se -0.053 -2.146 1.051
Se 1.575 -1.898 -2.304
S -4.026 1.047 0.001
S -2.762 -1.441 -1.330
N -1.546 0.754 -0.676
C 1.859 -3.288 -0.906
C -2.115 4.491 0.945
C -0.580 2.937 -0.081
C 1.396 -2.053 2.358
C 2.982 -0.611 -1.827
C -3.163 3.593 0.863
C -1.620 2.010 -0.162
C -2.713 0.128 -0.681
C -2.913 2.356 0.290
C -0.842 4.173 0.462
C 0.631 -3.616 -0.076
H -2.285 5.462 1.385
H -0.213 -3.891 -0.713
H -4.147 3.844 1.226
H 2.162 -4.192 -1.438
H 2.691 -2.952 -0.285
H 2.905 0.213 -2.539
H 2.828 -0.232 -0.816
H 0.850 -4.452 0.592
H 1.257 -1.148 2.942
H 1.331 -2.918 3.015
H 2.362 -2.030 1.863
H 3.963 -1.071 -1.922
H -0.057 4.913 0.516
H 0.396 2.673 -0.456
```

# C11H14O

C11H14O in the gas phase at a distorted geometry (wB97M-V/def2-TZVPD, the Open Molecules 2025 dataset).

Summary:
relative energy (zero: lowest compared OMol25 entry of this formula, charge and spin) = 125.8 kcal/mol
charge = 0

Geometry as XYZ:
```
26
C11H14O wB97M-V/def2-TZVPD
O 2.576 -1.760 0.042
C -0.210 2.527 -0.093
C 2.855 -0.459 -0.181
C -1.668 -0.377 -1.236
C 0.807 1.360 -0.029
C -0.672 -2.441 -0.104
C 1.565 -0.851 0.091
C 0.387 -0.070 0.163
C -1.703 -0.792 1.331
C -0.920 -0.905 0.048
C 2.114 1.705 -0.048
C 3.258 0.817 -0.066
H 4.173 1.160 0.114
H -2.800 -0.891 1.102
H 2.339 2.716 -0.317
H -1.481 -1.019 -2.108
H -0.336 -2.597 -1.124
H -0.031 3.275 0.692
H -1.702 -2.949 0.187
H -1.291 0.613 -1.486
H -0.414 2.973 -1.076
H -1.363 -1.498 2.175
H -1.606 0.193 1.818
H -2.685 -0.367 -0.864
H -0.012 -2.578 0.721
H -1.180 2.216 0.245
```